1.
# C31H56BaN3O2P2

C31H56BaN3O2P2 as an isolated structure at a distorted geometry (ωB97M-V/def2-TZVPD, OMol25).

Geometry as XYZ:
```
95
Properties=species:S:1:pos:R:3
C -1.05 -2.09 -1.44
C 1.17 -1.29 -1.49
C -0.74 -3.19 -2.24
C 1.51 -2.37 -2.35
C 0.58 -3.36 -2.66
H -1.55 -3.87 -2.52
H 2.54 -2.46 -2.69
H 0.84 -4.25 -3.23
N -0.12 -1.20 -0.99
P -3.07 -0.97 0.35
P 2.98 0.98 -0.33
C -2.57 -1.95 -1.13
H -3.07 -1.54 -2.02
H -3.00 -2.96 -1.01
C -0.43 3.14 3.07
O -0.53 4.20 3.50
C 2.29 -0.37 -1.23
H 3.23 -0.93 -1.42
C 4.39 1.49 -1.56
C 3.64 0.70 1.54
C -4.39 0.31 -0.21
C -3.69 -2.37 1.50
C 4.14 2.98 -1.83
H 4.26 3.59 -0.92
H 4.85 3.33 -2.59
H 3.12 3.14 -2.22
C 5.80 1.25 -1.02
H 6.02 1.78 -0.08
H 6.01 0.18 -0.88
H 6.52 1.62 -1.77
C 4.27 0.73 -2.90
H 4.77 1.31 -3.69
H 4.74 -0.26 -2.87
H 3.22 0.60 -3.17
C 4.31 2.00 2.01
H 3.62 2.85 1.97
H 4.63 1.87 3.06
H 5.20 2.28 1.44
C 2.45 0.42 2.46
H 1.76 1.28 2.53
H 1.91 -0.52 2.20
H 2.82 0.26 3.49
C 4.58 -0.50 1.55
H 5.50 -0.33 0.97
H 4.89 -0.69 2.59
H 4.09 -1.40 1.17
C -4.12 -1.73 2.83
H -4.55 -2.51 3.47
H -3.26 -1.29 3.36
H -4.88 -0.95 2.70
C -2.49 -3.31 1.75
H -2.09 -3.74 0.82
H -1.67 -2.81 2.28
H -2.83 -4.15 2.38
C -4.84 -3.19 0.90
H -5.09 -3.98 1.63
H -5.75 -2.60 0.74
H -4.57 -3.69 -0.04
C -4.23 0.67 -1.69
H -4.54 -0.15 -2.36
H -4.89 1.52 -1.92
H -3.21 0.97 -1.94
C -4.15 1.57 0.65
H -3.18 2.04 0.43
H -4.93 2.31 0.42
H -4.19 1.36 1.74
C -5.81 -0.22 0.01
H -6.04 -1.07 -0.66
H -6.02 -0.51 1.05
H -6.52 0.58 -0.25
Ba -0.44 0.43 1.33
N 0.60 1.76 -0.70
C 1.05 1.49 -1.80
C 0.61 1.95 -3.25
C 1.52 1.58 -4.39
C -0.73 1.28 -3.53
C 0.53 3.47 -3.13
H 2.52 2.02 -4.27
H 1.59 0.49 -4.51
H 1.12 1.98 -5.33
H -1.48 1.48 -2.75
H -1.15 1.60 -4.49
H -0.58 0.19 -3.59
H 0.15 3.95 -4.03
H -0.09 3.77 -2.27
H 1.54 3.86 -2.94
C -0.78 -0.07 5.74
C -0.56 -1.20 4.78
N -0.38 -2.40 5.33
O -0.53 -1.07 3.52
H -1.61 -0.32 6.42
H -1.02 0.85 5.19
H 0.13 0.09 6.35
H -0.19 -3.22 4.75
H -0.38 -2.52 6.34
```

Net charge   +1
Highest occupied orbital energy   -7.8 eV
Spin multiplicity   1
Energy above the lowest of the compared OMol25 structures with the same formula, charge and spin   0.0000 eV
E_LUMO   -2.607 eV
Gap between HOMO and LUMO   5.2 eV

2.
# C31H56Br9F16O14P3

C31H56Br9F16O14P3 as an isolated structure at a distorted geometry (ωB97M-V/def2-TZVPD, OMol25).

Geometry as XYZ:
```
129
Properties=species:S:1:pos:R:3
C -2.54 -3.29 3.15
C -3.50 -2.23 2.70
O -3.94 -2.56 1.36
P -3.35 -1.77 0.08
O -1.90 -1.94 -0.20
O -3.76 -0.22 0.43
C -3.60 0.77 -0.59
C -4.82 0.86 -1.50
O -4.41 -2.14 -1.13
C -4.49 -3.47 -1.60
C -5.49 -4.34 -0.88
H -1.56 -3.27 2.66
H -2.37 -3.13 4.21
H -2.97 -4.28 3.01
H -4.33 -2.34 3.39
H -3.06 -1.23 2.67
H -3.69 1.77 -0.16
H -2.68 0.74 -1.16
H -5.73 0.62 -0.94
H -5.00 1.78 -2.05
H -4.73 0.10 -2.28
H -4.75 -3.33 -2.65
H -3.51 -3.95 -1.53
H -5.72 -5.30 -1.34
H -5.12 -4.68 0.09
H -6.41 -3.78 -0.77
C -2.30 2.84 -3.57
C -1.36 3.80 -2.80
O -1.11 4.91 -3.60
P -0.59 6.20 -2.86
O -0.10 7.21 -3.78
O -1.89 6.64 -1.96
C -2.94 7.39 -2.49
C -4.08 6.41 -2.79
O 0.53 5.57 -1.83
C 1.11 6.42 -0.94
C 2.29 5.64 -0.23
H -2.56 1.97 -2.96
H -3.23 3.37 -3.77
H -1.79 2.53 -4.49
H -1.91 4.09 -1.90
H -0.43 3.32 -2.51
H -3.29 8.09 -1.74
H -2.53 8.12 -3.20
H -4.35 5.65 -2.05
H -5.01 6.90 -3.05
H -3.80 5.82 -3.66
H 1.52 7.32 -1.40
H 0.40 6.66 -0.15
H 2.00 5.05 0.64
H 2.93 5.05 -0.88
H 2.93 6.44 0.14
C 0.72 -2.06 -3.31
C 1.11 -3.31 -2.62
O 0.01 -3.95 -2.12
P -0.73 -5.04 -3.04
O -1.51 -4.47 -4.17
O 0.49 -6.02 -3.51
C 0.27 -6.93 -4.56
C -0.79 -7.95 -4.26
O -1.59 -5.98 -2.01
C -1.10 -6.34 -0.71
C -1.53 -5.42 0.41
H 1.55 -1.35 -3.38
H 0.35 -2.13 -4.33
H -0.13 -1.60 -2.81
H 1.80 -3.88 -3.24
H 1.73 -2.96 -1.79
H 0.15 -6.44 -5.52
H 1.19 -7.47 -4.74
H -0.50 -8.87 -4.78
H -0.87 -8.17 -3.19
H -1.75 -7.56 -4.60
H -1.58 -7.30 -0.54
H -0.02 -6.51 -0.74
H -1.21 -4.42 0.12
H -2.61 -5.25 0.46
H -1.19 -5.61 1.43
C 6.14 1.73 3.15
C 5.36 3.06 3.48
C 6.36 4.17 4.01
F 7.35 4.38 3.11
F 5.81 5.35 4.38
F 4.71 3.49 2.38
F 4.36 2.73 4.35
O 6.95 1.22 4.29
C 6.27 0.17 5.06
C 7.16 -0.33 6.20
F 6.70 -1.41 6.83
F 8.40 -0.58 5.78
F 5.18 0.62 5.65
F 5.91 -0.87 4.22
H 6.85 1.74 2.32
H 5.37 1.06 2.79
H 6.84 3.78 4.91
H 7.23 0.45 6.96
C 1.43 1.45 1.52
C 0.58 1.69 0.25
C 0.49 0.48 -0.59
F -0.12 0.66 -1.76
F 1.65 -0.14 -0.83
F -0.68 2.08 0.53
F 1.12 2.67 -0.53
O 0.97 0.33 2.25
C 1.33 0.40 3.66
C 0.89 -0.90 4.24
F 1.08 -1.01 5.55
F -0.38 -1.21 3.92
F 2.66 0.73 3.86
F 0.65 1.43 4.09
H 1.33 2.37 2.09
H 2.47 1.35 1.24
H -0.01 -0.29 -0.01
H 1.51 -1.66 3.75
C 3.27 -3.04 1.39
Br 4.06 -3.79 3.01
Br 3.82 -1.12 1.30
Br 1.31 -3.33 1.10
H 3.80 -3.55 0.58
C -2.76 1.76 4.88
Br -3.51 0.80 6.47
Br -2.18 3.53 5.35
Br -3.84 1.72 3.26
H -1.88 1.18 4.59
C 1.68 1.77 -4.72
Br 2.14 3.66 -5.22
Br 3.19 0.60 -5.21
Br 0.13 1.12 -5.76
H 1.54 1.65 -3.65
```

Net charge   +1
Highest occupied orbital energy (alpha / beta)   -11.8 / -11.8 eV
Spin multiplicity   2
E_LUMO (alpha / beta)   -4.928 / -9.760 eV
Gap between HOMO and LUMO (alpha / beta)   6.9 / 2.0 eV

3.
# C31H57CrN2O2P2S

C31H57CrN2O2P2S as an isolated structure at a distorted geometry (ωB97M-V/def2-TZVPD, OMol25).

Geometry as XYZ:
```
96
Properties=species:S:1:pos:R:3
C 2.71 -0.14 -0.25
C 1.94 1.89 0.76
C 4.04 0.27 -0.20
C 3.31 2.31 0.87
C 4.33 1.52 0.39
H 4.83 -0.38 -0.60
H 3.52 3.29 1.32
H 5.37 1.87 0.47
N 1.69 0.62 0.22
P 0.92 -2.25 0.09
P -0.76 2.26 0.64
C 2.35 -1.48 -0.86
H 1.96 -1.31 -1.88
H 3.23 -2.14 -0.93
C -2.22 -0.75 0.47
O -3.35 -1.07 0.52
C 0.87 2.72 1.15
H 1.11 3.73 1.49
C -1.10 3.24 -0.99
C -1.99 2.93 1.96
C 0.23 -3.66 -1.05
C 1.79 -2.99 1.63
C -2.32 2.67 -1.72
H -3.26 2.93 -1.22
H -2.38 3.08 -2.75
H -2.28 1.57 -1.78
C -1.27 4.76 -0.81
H -2.21 5.02 -0.31
H -0.43 5.20 -0.24
H -1.28 5.24 -1.81
C 0.18 3.04 -1.84
H 0.01 3.42 -2.86
H 1.03 3.61 -1.40
H 0.49 1.99 -1.89
C -3.43 2.96 1.41
H -3.71 1.98 0.99
H -4.12 3.19 2.24
H -3.57 3.74 0.64
C -1.97 1.99 3.18
H -2.36 1.00 2.93
H -0.95 1.88 3.59
H -2.61 2.43 3.97
C -1.56 4.33 2.46
H -1.54 5.09 1.67
H -2.28 4.66 3.24
H -0.56 4.28 2.93
C 0.70 -3.58 2.55
H 1.18 -3.98 3.47
H -0.03 -2.81 2.86
H 0.15 -4.41 2.07
C 2.54 -1.84 2.34
H 3.47 -1.59 1.80
H 1.94 -0.92 2.44
H 2.81 -2.18 3.36
C 2.85 -4.07 1.31
H 3.49 -4.19 2.21
H 2.42 -5.05 1.08
H 3.51 -3.77 0.48
C 0.67 -3.42 -2.50
H 1.76 -3.55 -2.63
H 0.17 -4.16 -3.15
H 0.40 -2.42 -2.85
C -1.31 -3.57 -0.96
H -1.67 -2.59 -1.33
H -1.76 -4.37 -1.58
H -1.67 -3.68 0.08
C 0.65 -5.10 -0.68
H 1.72 -5.27 -0.84
H 0.38 -5.38 0.35
H 0.10 -5.79 -1.36
Cr -0.38 -0.17 0.38
N -0.51 -0.16 -1.74
C -0.64 -0.14 -2.90
C -0.79 -0.13 -4.37
C -0.19 1.18 -4.94
C -0.02 -1.35 -4.95
C -2.29 -0.21 -4.73
H -0.72 2.06 -4.54
H 0.88 1.28 -4.68
H -0.29 1.17 -6.04
H -0.43 -2.30 -4.57
H -0.10 -1.34 -6.05
H 1.05 -1.30 -4.68
H -2.40 -0.19 -5.83
H -2.74 -1.14 -4.35
H -2.84 0.65 -4.30
C 0.79 0.62 4.67
S -0.03 -0.73 3.75
C -1.70 -0.79 4.50
O -0.31 -0.02 2.37
H 1.63 0.19 5.25
H 0.10 1.12 5.39
H 1.21 1.37 3.97
H -1.97 0.14 5.04
H -2.45 -1.05 3.73
H -1.71 -1.63 5.24
```

Net charge   +1
Highest occupied orbital energy (alpha / beta)   -8.7 / -8.7 eV
Spin multiplicity   5
Energy above the lowest of the compared OMol25 structures with the same formula, charge and spin   0.0000 eV
E_LUMO (alpha / beta)   -1.900 / -3.098 eV
Gap between HOMO and LUMO (alpha / beta)   6.8 / 5.6 eV

4.
# C31H57CuN2OP2S

C31H57CuN2OP2S as an isolated structure at a distorted geometry (ωB97M-V/def2-TZVPD, OMol25).

Geometry as XYZ:
```
95
Properties=species:S:1:pos:R:3
C 1.28 2.45 -0.55
C 0.49 1.60 1.51
C 1.76 3.62 0.05
C 1.10 2.71 2.17
C 1.73 3.71 1.44
H 2.18 4.39 -0.58
H 1.02 2.76 3.25
H 2.18 4.56 1.95
N 0.78 1.44 0.17
P 1.24 0.55 -2.59
P -1.24 -0.72 2.35
C 1.30 2.32 -2.08
H 0.42 2.85 -2.49
H 2.18 2.85 -2.48
C 0.70 -1.97 -0.99
O 0.82 -3.10 -1.23
C -0.46 0.85 2.27
H -0.36 1.18 3.32
C -2.71 -0.17 3.51
C -0.25 -2.19 3.22
C 0.08 0.39 -4.08
C 3.07 0.30 -2.96
C -3.92 -0.84 2.85
H -3.89 -1.94 2.95
H -4.86 -0.49 3.31
H -3.96 -0.61 1.77
C -2.60 -0.57 4.98
H -2.52 -1.64 5.15
H -1.75 -0.06 5.47
H -3.51 -0.23 5.49
C -2.87 1.36 3.48
H -3.88 1.63 3.81
H -2.16 1.86 4.15
H -2.72 1.75 2.47
C -1.23 -3.34 3.48
H -1.69 -3.68 2.54
H -0.68 -4.18 3.91
H -2.04 -3.09 4.17
C 0.81 -2.72 2.25
H 0.37 -3.15 1.35
H 1.54 -1.96 1.95
H 1.38 -3.52 2.75
C 0.45 -1.70 4.48
H -0.24 -1.36 5.26
H 1.02 -2.54 4.90
H 1.16 -0.89 4.26
C 3.30 -1.17 -3.33
H 4.35 -1.29 -3.62
H 3.11 -1.84 -2.49
H 2.68 -1.48 -4.19
C 3.87 0.63 -1.68
H 3.79 1.68 -1.39
H 3.55 0.00 -0.83
H 4.93 0.41 -1.86
C 3.59 1.22 -4.08
H 4.69 1.17 -4.07
H 3.26 0.89 -5.07
H 3.30 2.27 -3.95
C -1.03 1.44 -3.96
H -0.67 2.45 -4.17
H -1.82 1.22 -4.69
H -1.49 1.43 -2.96
C -0.57 -1.02 -4.03
H -1.19 -1.15 -3.14
H -1.22 -1.13 -4.91
H 0.18 -1.82 -4.06
C 0.79 0.57 -5.42
H 1.23 1.56 -5.52
H 1.54 -0.21 -5.60
H 0.03 0.47 -6.21
Cu 0.23 -0.26 -0.75
N -1.57 0.19 -0.17
C -2.41 0.84 0.37
C -3.77 1.50 -0.15
C -4.44 2.40 0.87
C -3.48 2.35 -1.38
C -4.75 0.39 -0.55
H -4.78 1.85 1.75
H -3.77 3.21 1.17
H -5.33 2.86 0.42
H -3.24 1.72 -2.24
H -4.36 2.94 -1.65
H -2.65 3.04 -1.19
H -5.63 0.84 -1.04
H -4.27 -0.29 -1.26
H -5.10 -0.19 0.31
C 3.70 -4.05 -0.24
S 3.54 -2.33 0.27
C 5.07 -2.19 1.20
H 2.70 -4.45 -0.47
H 4.15 -4.63 0.57
H 4.33 -4.10 -1.14
H 5.30 -3.14 1.69
H 5.88 -1.89 0.53
H 4.92 -1.41 1.96
```

Net charge   +1
Highest occupied orbital energy (alpha / beta)   -9.8 / -9.6 eV
Spin multiplicity   2
E_LUMO (alpha / beta)   -2.719 / -4.298 eV
Gap between HOMO and LUMO (alpha / beta)   7.1 / 5.3 eV

Number 1: E -60885.29151 eV. Number 2: E -763444.22942 eV. Number 3: E -97975.44598 eV. Number 4: E -112143.98084 eV.